1.
{
  "formula": "C14H16",
  "method": "ωB97M-V/def2-TZVPD",
  "total_energy_ev": -14776.62167,
  "e_lumo_ev": 0.87,
  "homo_ev": -8.86,
  "smiles": "Cc1ccccc1.Cc1ccccc1",
  "multiplicity": 1,
  "relative_energy_ev": 1.144,
  "symbols": ["C", "C", "C", "C", "C", "C", "C", "H", "H", "H", "H", "H", "H", "H", "H", "C", "C", "C", "C", "C", "C", "C", "H", "H", "H", "H", "H", "H", "H", "H"],
  "positions_angstrom": [[-1.43, -2.16, -2.41], [-1.61, -0.67, -2.30], [-2.62, -0.07, -1.55], [-2.66, 1.31, -1.42], [-1.55, 2.09, -1.72], [-0.57, 1.53, -2.54], [-0.64, 0.19, -2.86], [-0.41, -2.54, -2.48], [-2.05, -2.50, -3.25], [-1.83, -2.56, -1.48], [-3.49, -0.59, -1.17], [-3.58, 1.87, -1.13], [-1.44, 3.15, -1.63], [0.21, 2.18, -2.97], [0.14, -0.28, -3.47], [3.39, -0.87, 1.18], [2.22, -0.32, 1.95], [2.17, 0.99, 2.36], [1.00, 1.44, 2.92], [-0.18, 0.76, 2.97], [-0.16, -0.59, 2.50], [1.06, -1.13, 2.17], [3.74, -0.15, 0.42], [3.05, -1.80, 0.69], [4.32, -1.16, 1.67], [3.04, 1.61, 2.28], [0.85, 2.44, 3.33], [-1.07, 1.15, 3.43], [-1.06, -1.19, 2.68], [1.15, -2.15, 1.81]]
}

2.
{
  "formula": "C3H8O7",
  "method": "ωB97M-V/def2-TZVPD",
  "total_energy_ev": -17571.38350,
  "e_lumo_ev": 0.42,
  "homo_ev": -10.13,
  "smiles": "O=C(O)O[C@@H](O)C(O)O.O",
  "multiplicity": 1,
  "relative_energy_ev": 1.683,
  "symbols": ["O", "C", "O", "O", "C", "O", "C", "O", "O", "H", "H", "H", "H", "H", "H", "O", "H", "H"],
  "positions_angstrom": [[-1.84, 2.94, 0.33], [-0.70, 2.80, -0.01], [0.29, 3.68, -0.09], [-0.30, 1.51, -0.31], [1.04, 0.48, -0.67], [2.17, 1.13, -0.76], [1.00, -0.55, 0.49], [-0.04, -1.52, 0.22], [2.36, -1.05, 0.59], [0.01, 4.55, 0.10], [0.56, 0.05, -1.55], [2.80, 1.02, -0.09], [0.99, -0.13, 1.49], [-0.74, -1.43, 0.97], [2.67, -1.33, -0.27], [-3.05, -2.79, 0.23], [-3.44, -3.33, 0.86], [-3.40, -1.93, 0.30]]
}

3.
{
  "formula": "C8H18F5IrN4O",
  "method": "ωB97M-V/def2-TZVPD",
  "charge": 1,
  "s2": 0.759,
  "total_energy_ev": -33016.19835,
  "e_lumo_ev": [-2.77, -3.41],
  "homo_ev": [-11.84, -11.48],
  "multiplicity": 2,
  "relative_energy_ev": 1.140,
  "symbols": ["Ir", "N", "C", "C", "N", "C", "C", "N", "C", "C", "N", "H", "H", "H", "H", "H", "H", "H", "H", "H", "H", "H", "H", "H", "H", "H", "H", "H", "H", "O", "F", "C", "F", "C", "F", "F", "F"],
  "positions_angstrom": [[0.42, 0.52, -0.32], [1.10, -1.58, -0.52], [0.53, -2.35, 0.61], [-0.90, -1.91, 0.87], [-1.01, -0.44, 1.03], [-2.29, 0.11, 0.53], [-2.40, 0.00, -0.99], [-1.15, 0.48, -1.68], [-0.62, -0.08, 2.43], [0.47, 0.97, 2.53], [1.54, 0.69, 1.51], [0.76, -1.98, -1.39], [2.12, -1.66, -0.54], [1.14, -2.19, 1.50], [0.56, -3.42, 0.40], [-1.27, -2.42, 1.76], [-1.54, -2.24, 0.04], [-2.31, 1.17, 0.78], [-3.13, -0.37, 1.04], [-3.25, 0.60, -1.31], [-2.59, -1.02, -1.32], [-1.27, 1.43, -2.00], [-0.98, -0.11, -2.49], [-0.26, -1.00, 2.89], [-1.50, 0.23, 3.00], [0.89, 1.05, 3.53], [0.06, 1.94, 2.29], [2.03, -0.16, 1.76], [2.20, 1.46, 1.46], [-0.38, 2.11, 0.30], [2.98, 0.50, -1.40], [1.73, 0.71, -1.94], [1.33, -0.33, -2.77], [1.75, 2.02, -2.72], [2.62, 2.02, -3.74], [0.52, 2.25, -3.23], [2.08, 3.02, -1.90]]
}

4.
{
  "formula": "C23H34ClN6O5PS",
  "method": "ωB97M-V/def2-TZVPD",
  "total_energy_ev": -76222.84023,
  "e_lumo_ev": -0.51,
  "homo_ev": -7.87,
  "multiplicity": 1,
  "symbols": ["C", "C", "C", "Cl", "O", "S", "O", "O", "P", "N", "O", "O", "H", "H", "H", "H", "H", "H", "H", "H", "H", "N", "C", "C", "C", "C", "H", "H", "H", "H", "H", "N", "C", "C", "C", "C", "H", "H", "H", "H", "H", "N", "C", "C", "C", "C", "H", "H", "H", "H", "H", "N", "C", "C", "C", "C", "H", "H", "H", "H", "H", "N", "C", "C", "C", "C", "H", "H", "H", "H", "H"],
  "positions_angstrom": [[3.60, 1.29, 1.13], [2.90, -0.21, 0.95], [1.33, -0.19, 1.51], [1.26, 0.72, 3.15], [0.89, -1.59, 1.59], [-0.80, -1.76, 1.40], [-1.16, -2.97, 2.34], [-1.66, -0.45, 2.10], [-2.33, 0.62, 0.89], [-3.85, 0.13, 0.64], [-2.19, 2.25, 1.54], [-1.47, 0.62, -0.63], [3.90, 1.37, 2.28], [4.60, 1.37, 0.50], [2.80, 2.09, 0.81], [3.54, -1.02, 1.54], [2.86, -0.47, -0.20], [0.74, 0.47, 0.74], [-3.94, -0.10, -0.39], [-1.44, 2.18, 2.24], [-1.71, -0.15, -1.22], [-3.58, -4.64, 5.06], [-4.53, -5.60, 5.32], [-4.55, -6.48, 4.26], [-3.58, -6.03, 3.33], [-2.99, -4.90, 3.85], [-3.36, -3.86, 5.67], [-5.10, -5.57, 6.24], [-5.19, -7.34, 4.17], [-3.33, -6.49, 2.38], [-2.22, -4.26, 3.46], [-1.30, -4.80, 0.17], [-2.33, -5.70, 0.02], [-2.22, -6.27, -1.22], [-1.08, -5.71, -1.85], [-0.53, -4.81, -0.96], [-1.14, -4.23, 0.99], [-3.05, -5.85, 0.81], [-2.89, -7.01, -1.64], [-0.70, -5.93, -2.83], [0.34, -4.17, -1.04], [-4.39, 2.53, -3.92], [-4.47, 2.19, -2.60], [-3.31, 2.62, -1.98], [-2.51, 3.24, -2.97], [-3.21, 3.17, -4.16], [-5.10, 2.34, -4.62], [-5.33, 1.68, -2.20], [-3.07, 2.49, -0.94], [-1.54, 3.69, -2.84], [-2.96, 3.53, -5.15], [0.29, 6.34, -5.42], [-0.04, 7.54, -4.85], [-0.09, 7.37, -3.48], [0.22, 6.02, -3.22], [0.45, 5.40, -4.43], [0.39, 6.17, -6.41], [-0.20, 8.42, -5.46], [-0.32, 8.14, -2.76], [0.26, 5.54, -2.25], [0.71, 4.38, -4.67], [7.86, 0.50, 0.68], [8.24, 1.81, 0.52], [8.25, 2.40, 1.76], [7.86, 1.42, 2.70], [7.63, 0.25, 2.01], [7.76, -0.18, -0.07], [8.47, 2.20, -0.46], [8.50, 3.43, 1.97], [7.76, 1.54, 3.77], [7.32, -0.73, 2.34]]
}

5.
{
  "formula": "C4H6O",
  "method": "ωB97M-V/def2-TZVPD",
  "total_energy_ev": -6288.90967,
  "e_lumo_ev": 0.94,
  "homo_ev": -9.22,
  "smiles": "CC1=COC1",
  "multiplicity": 1,
  "relative_energy_ev": 3.008,
  "symbols": ["C", "C", "C", "O", "C", "H", "H", "H", "H", "H", "H"],
  "positions_angstrom": [[-1.00, 1.11, -0.43], [-0.03, 0.01, -0.17], [0.58, -0.89, -0.95], [1.30, -1.58, 0.45], [0.64, -0.48, 1.09], [-2.00, 0.63, -0.58], [-0.57, 1.66, -1.41], [-0.86, 1.67, 0.56], [0.72, -1.30, -1.90], [1.35, 0.12, 1.53], [-0.14, -0.94, 1.82]]
}

6.
{
  "formula": "C6H13N",
  "method": "ωB97M-V/def2-TZVPD",
  "total_energy_ev": -7920.21204,
  "e_lumo_ev": [1.00, 0.95],
  "homo_ev": [-6.25, -6.16],
  "multiplicity": 1,
  "relative_energy_ev": 2.621,
  "symbols": ["C", "C", "N", "C", "C", "C", "C", "H", "H", "H", "H", "H", "H", "H", "H", "H", "H", "H", "H", "H"],
  "positions_angstrom": [[0.40, -2.22, 1.34], [-0.42, -1.21, 0.60], [-0.10, 0.10, 0.45], [0.18, 0.96, 1.60], [-0.13, 0.60, -0.80], [-0.78, 1.92, -1.09], [0.44, -0.20, -1.93], [1.02, -1.77, 2.12], [-0.24, -2.98, 1.80], [1.09, -2.75, 0.66], [-1.12, -1.57, -0.15], [1.07, 1.57, 1.41], [-0.67, 1.63, 1.79], [0.33, 0.34, 2.48], [-1.26, 1.87, -2.07], [-1.57, 2.15, -0.36], [-0.09, 2.77, -1.12], [1.07, -1.01, -1.54], [1.07, 0.46, -2.56], [-0.30, -0.66, -2.61]]
}

7.
{
  "formula": "C35H43ClLaP2Si2",
  "method": "ωB97M-V/def2-TZVPD",
  "charge": 1,
  "total_energy_ev": -84704.83553,
  "e_lumo_ev": -3.26,
  "homo_ev": -10.28,
  "multiplicity": 1,
  "relative_energy_ev": 0.000,
  "symbols": ["C", "C", "C", "H", "C", "C", "H", "H", "H", "H", "La", "Si", "C", "C", "H", "C", "H", "C", "H", "C", "H", "C", "H", "C", "C", "H", "C", "H", "C", "H", "C", "H", "C", "H", "H", "Si", "C", "C", "H", "C", "H", "C", "H", "C", "H", "C", "H", "C", "C", "H", "C", "H", "C", "H", "C", "H", "C", "H", "H", "Cl", "C", "P", "C", "C", "C", "P", "C", "C", "H", "H", "H", "H", "H", "H", "H", "H", "H", "H", "H", "H", "H", "H", "H", "H"],
  "positions_angstrom": [[-1.57, -1.11, 1.51], [-2.28, -0.46, 0.45], [-2.50, -1.42, -0.58], [-2.66, 0.56, 0.47], [-1.90, -2.65, -0.17], [-1.31, -2.46, 1.12], [-0.81, -3.22, 1.73], [-1.36, -0.70, 2.50], [-3.07, -1.27, -1.49], [-1.92, -3.60, -0.72], [0.15, -0.93, -0.58], [-0.04, 0.05, -6.90], [0.31, 1.52, -8.02], [1.63, 1.70, -8.48], [2.38, 0.92, -8.31], [1.99, 2.89, -9.11], [3.03, 3.03, -9.42], [1.03, 3.89, -9.29], [1.32, 4.83, -9.76], [-0.29, 3.70, -8.88], [-1.04, 4.48, -9.02], [-0.66, 2.51, -8.25], [-1.68, 2.35, -7.90], [0.64, -1.47, -7.71], [0.27, -1.68, -9.05], [-0.43, -1.00, -9.54], [0.84, -2.73, -9.78], [0.56, -2.88, -10.83], [1.78, -3.57, -9.16], [2.23, -4.38, -9.73], [2.14, -3.37, -7.82], [2.88, -4.01, -7.34], [1.57, -2.32, -7.09], [1.88, -2.13, -6.06], [-1.49, -0.09, -6.73], [1.11, 0.98, -4.96], [0.50, -0.61, -4.11], [-0.86, -0.99, -4.14], [-1.63, -0.28, -4.46], [-1.27, -2.29, -3.84], [-2.32, -2.56, -4.01], [-0.36, -3.21, -3.32], [-0.71, -4.20, -3.03], [0.99, -2.84, -3.18], [1.70, -3.56, -2.75], [1.41, -1.57, -3.58], [2.46, -1.28, -3.42], [-0.05, 2.38, -4.46], [-1.17, 2.19, -3.64], [-1.36, 1.22, -3.17], [-2.11, 3.20, -3.44], [-3.02, 3.00, -2.87], [-1.90, 4.47, -3.98], [-2.61, 5.28, -3.80], [-0.78, 4.69, -4.80], [-0.63, 5.66, -5.28], [0.14, 3.66, -5.03], [0.98, 3.81, -5.70], [2.44, 1.37, -4.44], [2.45, 0.28, -1.22], [0.08, 3.11, 0.12], [0.48, 1.66, 1.16], [-0.45, 2.02, 2.71], [2.18, 2.12, 1.77], [3.00, 0.88, 2.15], [2.04, -0.70, 1.87], [3.44, -1.86, 1.68], [1.51, -1.04, 3.58], [1.01, 3.57, -0.24], [-0.49, 3.84, 0.72], [-0.52, 2.80, -0.74], [-1.11, 1.19, 2.97], [0.25, 2.20, 3.54], [-1.05, 2.92, 2.55], [2.67, 2.68, 0.96], [2.06, 2.79, 2.63], [3.91, 0.82, 1.55], [3.29, 0.90, 3.21], [3.89, -2.05, 2.67], [3.06, -2.81, 1.27], [4.19, -1.45, 0.99], [2.39, -1.34, 4.16], [1.03, -0.17, 4.04], [0.79, -1.87, 3.55]]
}

8.
{
  "formula": "C3H4N2O3",
  "method": "ωB97M-V/def2-TZVPD",
  "total_energy_ev": -12294.29631,
  "e_lumo_ev": 0.60,
  "homo_ev": -10.04,
  "smiles": "O=C1NN=COCO1",
  "multiplicity": 1,
  "relative_energy_ev": 4.699,
  "symbols": ["O", "C", "N", "N", "C", "O", "C", "O", "H", "H", "H", "H"],
  "positions_angstrom": [[0.06, 1.36, -2.22], [0.09, 0.84, -1.13], [1.28, 0.59, -0.34], [1.27, -0.47, 0.53], [0.41, -1.26, 0.84], [-0.96, -1.24, 0.81], [-1.27, 0.11, 0.55], [-1.04, 0.67, -0.70], [2.10, 0.59, -1.23], [0.87, -2.15, 1.31], [-0.43, 0.67, 1.02], [-2.38, 0.30, 0.55]]
}